[1]
Formula: C26H31BF3O11S
Source: the Open Molecules 2025 dataset
Level of theory: ωB97M-V with the def2-TZVPD basis set

Geometry as XYZ:
```
73
Properties=species:S:1:pos:R:3
C 1.406 -0.759 4.095
C 1.237 0.023 3.040
B 1.344 0.702 1.540
C 2.741 1.563 1.611
C 4.064 0.636 1.321
O 5.203 1.418 1.773
C 6.465 0.762 1.503
C 6.771 0.502 -0.064
O 1.424 -0.280 0.446
C 0.694 0.208 -0.704
O 1.457 1.309 -1.291
C 0.381 -0.906 -1.821
C 1.721 -1.750 -2.125
C 2.798 -0.944 -3.059
O 1.464 -3.025 -2.821
C 2.469 -3.988 -2.406
C 1.955 -4.918 -1.176
C 2.786 -6.170 -0.715
C 2.213 -7.078 0.466
C 0.843 -6.732 1.190
C 0.089 -5.453 0.686
C 0.598 -4.508 -0.477
C -0.542 0.927 0.088
C -1.217 2.217 -0.627
S -1.730 -0.130 1.085
O -1.920 0.367 2.521
O -1.279 -1.582 1.212
C -3.467 -0.079 0.331
F -3.424 -0.571 -1.015
F -4.027 1.244 0.405
F -4.380 -0.936 1.066
O 0.223 1.580 1.162
H 1.557 -1.562 4.914
H 2.905 2.023 2.662
H 2.776 2.394 0.810
H 3.899 -0.352 1.890
H 4.042 0.435 0.183
H 6.619 -0.209 2.118
H 7.294 1.492 1.879
H 7.847 0.770 -0.367
H 6.541 -0.623 -0.268
H 6.056 1.121 -0.741
H 1.095 1.541 -2.188
H -0.503 -1.590 -1.491
H 0.049 -0.401 -2.815
H 2.315 -2.038 -1.164
H 3.467 -1.676 -3.645
H 2.215 -0.235 -3.746
H 3.481 -0.360 -2.317
H 2.612 -4.719 -3.304
H 3.503 -3.516 -2.223
H 3.795 -6.439 -1.216
H 2.818 -8.005 0.764
H 0.406 -7.364 2.038
H -0.918 -5.171 1.171
H -0.005 -3.582 -0.785
H -1.892 2.724 0.175
H -0.454 3.017 -0.944
H -1.886 1.925 -1.514
C -6.077 3.699 0.482
C -7.314 3.381 0.095
C -8.322 4.433 -0.222
O -9.439 4.108 -0.592
C -7.922 5.837 -0.069
C -6.686 6.154 0.321
C -5.671 5.103 0.612
O -4.545 5.429 0.949
O -6.303 7.457 0.470
O -7.706 2.078 -0.027
H -5.335 2.945 0.713
H -8.668 6.590 -0.285
H -5.368 7.421 0.758
H -8.638 2.114 -0.321
```

HOMO-LUMO gap, eV: 5.16
Strongest force on any atom, Eh/bohr: 0.159
HOMO level, hartree: -0.193
Total energy, Ha: -2559.27402
ΔE to the lowest compared entry with this formula, charge and spin, kJ/mol: 617.9
Charge: -1

---

[2]
Formula: C8H20ClRhYb
Source: the Open Molecules 2025 dataset
Level of theory: ωB97M-V with the def2-TZVPD basis set

Geometry as XYZ:
```
31
Properties=species:S:1:pos:R:3
Rh -0.437 0.836 0.234
Cl -0.791 2.723 1.684
C -2.372 0.550 -0.196
H -2.759 0.105 0.733
H -2.601 -0.133 -1.033
H -2.825 1.543 -0.319
Yb -0.507 0.842 -2.941
C 1.760 0.906 -3.427
C -1.458 0.215 -4.959
C -0.210 -0.697 -1.078
H -1.748 -0.843 -4.992
H -2.355 0.810 -5.176
H -0.742 0.391 -5.772
H 2.285 0.015 -3.053
H 1.929 0.954 -4.513
H 2.265 1.777 -2.983
H -0.898 -1.532 -0.877
H 0.828 -1.044 -1.241
C -0.008 0.334 3.823
C 1.011 -0.215 2.849
C 1.737 -1.411 3.475
C 0.401 -0.598 1.502
H -0.847 -0.357 3.945
H -0.391 1.291 3.453
H 0.468 0.501 4.796
H 1.761 0.554 2.637
H 1.013 -2.195 3.719
H 2.502 -1.830 2.810
H 2.228 -1.099 4.397
H 1.180 -1.078 0.901
H -0.421 -1.314 1.603
```

HOMO-LUMO gap (spin up / spin down), eV: 4.46 / 6.89
Strongest force on any atom, Eh/bohr: 0.034
HOMO level (spin up / spin down), hartree: -0.050 / -0.197
Spin multiplicity: 6
Total energy, Ha: -2045.99313
ΔE to the lowest compared entry with this formula, charge and spin, kJ/mol: 25.0
Charge: -1
<S²>: 8.763

---

[3]
Formula: C6H4Cl6
Source: the Open Molecules 2025 dataset
Level of theory: ωB97M-V with the def2-TZVPD basis set

Geometry as XYZ:
```
16
Properties=species:S:1:pos:R:3
Cl 2.096 1.027 -2.252
Cl 2.527 -1.729 -1.131
Cl 0.958 -2.584 1.247
Cl -1.249 -2.165 -0.770
Cl 0.659 0.678 2.187
Cl -1.819 -1.179 2.195
C 1.074 0.533 -0.977
C 1.143 -0.768 -0.665
C -0.135 1.359 -0.708
C 0.177 -1.372 0.292
C -1.205 0.758 0.273
C -0.516 -0.329 1.102
H 0.316 2.169 -0.129
H -0.593 1.683 -1.628
H -1.351 1.484 1.086
H -2.083 0.433 -0.120
```

HOMO-LUMO gap, eV: 9.21
Strongest force on any atom, Eh/bohr: 0.086
HOMO level, hartree: -0.356
Total energy, Ha: -2992.14513

---

[4]
Formula: C27H36GeN2O3PS3Ta
Source: the Open Molecules 2025 dataset
Level of theory: ωB97M-V with the def2-TZVPD basis set

Geometry as XYZ:
```
74
Properties=species:S:1:pos:R:3
Ta 0.037 0.345 0.075
C -5.189 1.905 -2.096
C -4.353 3.115 -1.742
O -3.694 2.902 -0.482
P -2.118 2.570 -0.447
S -1.664 1.870 1.365
S -1.504 1.295 -1.845
O -1.440 3.995 -0.774
C -1.465 5.020 0.234
C -0.070 5.222 0.780
H -5.726 2.081 -3.030
H -5.913 1.701 -1.307
H -4.550 1.031 -2.218
H -4.971 4.005 -1.614
H -3.614 3.323 -2.520
H -2.158 4.742 1.033
H -1.847 5.921 -0.249
H 0.265 4.320 1.292
H -0.054 6.055 1.485
H 0.624 5.439 -0.033
C -0.241 -1.280 0.886
Ge 0.554 -2.803 1.625
C 1.875 -2.336 3.032
C 1.750 -1.096 3.657
C 2.627 -0.702 4.659
C 3.662 -1.543 5.048
C 3.800 -2.782 4.438
C 2.907 -3.174 3.448
C -0.636 -4.080 2.565
C -0.451 -5.461 2.538
C -1.281 -6.313 3.257
C -2.318 -5.794 4.018
C -2.519 -4.420 4.054
C -1.687 -3.577 3.331
C 1.491 -3.860 0.248
C 2.869 -3.800 0.057
C 3.478 -4.448 -1.010
C 2.714 -5.174 -1.911
C 1.338 -5.241 -1.740
C 0.738 -4.590 -0.672
H 0.974 -0.416 3.315
H 2.510 0.268 5.129
H 4.357 -1.234 5.820
H 4.606 -3.444 4.733
H 3.027 -4.151 2.990
H 0.356 -5.881 1.947
H -1.120 -7.384 3.219
H -2.968 -6.455 4.579
H -3.332 -4.006 4.639
H -1.865 -2.506 3.347
H 3.481 -3.221 0.740
H 4.551 -4.373 -1.145
H 3.185 -5.674 -2.748
H 0.729 -5.788 -2.451
H -0.341 -4.631 -0.567
N 1.739 1.106 -3.183
C 1.043 0.062 -3.697
N 0.383 0.319 -4.873
S 1.006 -1.425 -2.969
H 1.466 2.034 -3.469
H 1.954 1.013 -2.191
H 0.049 1.261 -5.015
H -0.271 -0.403 -5.123
C 3.960 -0.238 0.525
C 3.239 1.067 0.228
C 3.228 1.999 1.431
O 1.927 0.815 -0.189
H 4.997 -0.054 0.817
H 3.949 -0.874 -0.362
H 3.455 -0.770 1.333
H 3.761 1.568 -0.604
H 2.707 1.509 2.258
H 2.699 2.923 1.190
H 4.242 2.244 1.753
```

HOMO-LUMO gap (spin up / spin down), eV: 4.95 / 6.05
Strongest force on any atom, Eh/bohr: 0.011
HOMO level (spin up / spin down), hartree: -0.094 / -0.135
Spin multiplicity: 2
Total energy, Ha: -5055.67265
ΔE to the lowest compared entry with this formula, charge and spin, kJ/mol: 0.0
Charge: -1
<S²>: 0.758

---

[5]
Formula: C19H42FeNOP3Se
Source: the Open Molecules 2025 dataset
Level of theory: ωB97M-V with the def2-TZVPD basis set

Geometry as XYZ:
```
68
Properties=species:S:1:pos:R:3
Fe -3.722 -2.452 0.044
P -0.432 -0.644 -1.736
P 0.293 1.643 0.300
P -3.047 -0.097 -0.867
H -3.842 -5.031 0.704
C -4.250 -4.330 -0.047
C -3.357 -3.974 -1.154
H -2.318 -4.342 -1.090
C 1.083 -1.591 -1.316
C 0.287 0.486 -3.001
C -1.256 -1.849 -2.853
C 0.128 2.211 2.049
C 2.137 1.596 0.240
C 0.066 3.288 -0.500
C -4.700 -0.808 -1.249
C -3.040 1.172 -2.226
C -3.437 1.135 0.432
H -5.347 -4.389 -0.154
H -3.744 -3.892 -2.183
H 0.850 -2.281 -0.494
H 1.895 -0.933 -0.985
H 1.410 -2.154 -2.201
H 1.177 1.003 -2.623
H -0.451 1.230 -3.315
H 0.569 -0.121 -3.869
H -1.486 -2.779 -2.317
H -0.571 -2.054 -3.684
H -2.198 -1.457 -3.257
H 0.630 3.183 2.161
H 0.582 1.471 2.722
H -0.937 2.322 2.295
H 2.515 2.512 0.712
H 2.463 1.574 -0.807
H 2.532 0.716 0.765
H 0.752 4.007 -0.033
H -0.966 3.634 -0.359
H 0.285 3.208 -1.572
H -5.445 -0.126 -0.827
H -5.037 -1.836 -0.988
H -4.752 -0.778 -2.345
H -4.028 1.659 -2.211
H -2.897 0.728 -3.218
H -2.271 1.943 -2.060
H -4.418 1.572 0.200
H -2.673 1.923 0.474
H -3.489 0.645 1.407
C -1.230 -1.370 2.561
C -2.071 -2.294 1.905
C -3.468 -2.316 2.198
C -4.027 -1.238 2.940
C -3.166 -0.371 3.617
C -1.771 -0.447 3.460
Se 0.667 -1.339 2.165
H 0.824 -2.685 2.726
H -1.621 -3.054 1.246
H -4.038 -3.219 1.900
H -5.113 -1.107 2.978
H -3.578 0.415 4.252
H -1.105 0.218 4.017
C 4.007 -3.360 2.781
C 4.291 -2.281 1.774
N 5.566 -2.249 1.320
O 3.449 -1.472 1.345
H 4.811 -3.439 3.527
H 3.913 -4.329 2.266
H 3.066 -3.129 3.285
H 5.825 -1.540 0.648
H 6.257 -2.899 1.662
```

HOMO-LUMO gap (spin up / spin down), eV: 7.62 / 4.09
Strongest force on any atom, Eh/bohr: 0.052
HOMO level (spin up / spin down), hartree: -0.612 / -0.629
Spin multiplicity: 6
Total energy, Ha: -5567.19075
ΔE to the lowest compared entry with this formula, charge and spin, kJ/mol: 228.7
Charge: +3
<S²>: 8.818

---

[6]
Formula: C6H7NO
Source: the Open Molecules 2025 dataset
Level of theory: ωB97M-V with the def2-TZVPD basis set

Geometry as XYZ:
```
15
Properties=species:S:1:pos:R:3
C 2.161 -0.280 -0.417
C 0.913 0.055 -0.324
C 0.079 0.699 0.705
C -0.709 -0.547 0.905
C -1.457 -0.072 -0.359
C -0.164 -0.323 -1.304
H 2.640 -0.859 -1.239
H 2.959 -0.203 0.273
H 0.653 1.274 1.301
H -0.163 -1.488 1.019
H -1.541 -0.323 1.699
H -2.578 0.020 -0.715
H -1.803 1.573 0.904
N -1.193 1.229 0.012
O 0.204 -0.756 -2.461
```

HOMO-LUMO gap, eV: 9.35
Strongest force on any atom, Eh/bohr: 0.132
HOMO level, hartree: -0.328
Total energy, Ha: -362.63855
ΔE to the lowest compared entry with this formula, charge and spin, kJ/mol: 459.3

---

[7]
Formula: C4H10N2O2
Source: the Open Molecules 2025 dataset
Level of theory: ωB97M-V with the def2-TZVPD basis set

Geometry as XYZ:
```
18
Properties=species:S:1:pos:R:3
C 1.845 0.148 1.047
C 2.144 -1.184 0.417
N 1.556 -2.339 1.038
O 2.808 -1.283 -0.579
H 2.306 0.190 2.036
H 0.796 0.422 1.057
H 2.399 0.904 0.487
H 1.170 -2.902 0.299
H 2.225 -2.912 1.533
O -3.915 1.841 -0.216
C -2.850 1.845 -0.769
C -1.669 0.981 -0.359
N -1.153 0.314 -1.555
H -2.647 2.496 -1.639
H -0.926 1.707 -0.030
H -2.002 0.319 0.443
H -0.280 -0.147 -1.372
H -1.806 -0.399 -1.839
```

HOMO-LUMO gap, eV: 10.48
Strongest force on any atom, Eh/bohr: 0.025
HOMO level, hartree: -0.362
Total energy, Ha: -418.37538
ΔE to the lowest compared entry with this formula, charge and spin, kJ/mol: 224.7

---

[8]
Formula: C2F3NO5SY
Source: the Open Molecules 2025 dataset
Level of theory: ωB97M-V with the def2-TZVPD basis set

Geometry as XYZ:
```
13
Properties=species:S:1:pos:R:3
Y 1.151 -2.731 0.034
N -0.812 -0.884 -1.606
S -1.807 -1.439 -0.525
O -3.134 -1.734 -1.077
O -1.157 -2.493 0.347
C -2.233 -0.174 0.802
F -2.679 0.936 0.222
F -1.153 0.130 1.519
F -3.172 -0.623 1.631
O 0.522 -0.989 -1.147
O 2.687 0.622 0.135
C 2.060 1.288 -0.609
O 1.694 2.258 -1.148
```

HOMO-LUMO gap (spin up / spin down), eV: 6.47 / 6.66
Strongest force on any atom, Eh/bohr: 0.074
HOMO level (spin up / spin down), hartree: -0.282 / -0.311
Spin multiplicity: 2
Total energy, Ha: -1243.18355
<S²>: 0.751